Entry 1:
Formula: C39H36Cl2FIN3O3PRu
Source: the OMol25 dataset
Level of theory: ωB97M-V with the def2-TZVPD basis set

Geometry as XYZ:
```
87
C39H36Cl2FIN3O3PRu ωB97M-V with the def2-TZVPD basis set
Ru -0.315 -0.274 0.173
I -0.412 -1.027 3.211
C 0.470 -2.911 3.737
C 0.891 -2.956 5.038
C 1.359 -4.157 5.590
C 1.341 -5.294 4.839
C 0.915 -5.267 3.492
C 0.871 -6.470 2.754
C 0.469 -6.495 1.449
C 0.164 -5.288 0.813
C 0.204 -4.085 1.489
P -0.021 -2.692 0.343
C 1.179 -2.909 -0.984
C 2.390 -3.574 -0.774
C 3.287 -3.697 -1.819
C 3.006 -3.129 -3.058
C 1.825 -2.425 -3.257
C 0.917 -2.299 -2.221
C -1.691 -2.883 -0.355
C -2.766 -2.349 0.373
C -4.064 -2.514 -0.085
C -4.297 -3.202 -1.268
C -3.233 -3.721 -1.997
C -1.932 -3.558 -1.555
C 0.515 -4.035 2.878
H 0.833 -2.068 5.653
H 1.692 -4.171 6.618
H 1.642 -6.240 5.270
H 1.159 -7.388 3.251
H 0.414 -7.422 0.897
H -0.091 -5.299 -0.240
H 2.615 -4.006 0.193
H 4.210 -4.241 -1.673
H 3.713 -3.234 -3.870
H 1.608 -1.988 -4.223
H -0.020 -1.778 -2.383
H -2.604 -1.825 1.307
H -4.890 -2.109 0.484
H -5.311 -3.337 -1.620
H -3.417 -4.266 -2.913
H -1.114 -3.960 -2.139
C 2.929 6.559 2.569
C 1.591 6.025 3.065
N 1.411 4.598 2.767
C 0.457 4.211 1.903
C 0.326 2.932 1.451
C -0.923 2.512 0.691
O -1.384 3.229 -0.175
O -1.382 1.367 1.100
C 1.307 1.947 1.765
O 1.446 0.852 1.144
C 2.158 2.308 2.888
C 2.897 1.324 3.556
C 3.590 1.621 4.693
F 4.244 0.617 5.310
C 3.646 2.932 5.218
C 2.936 3.906 4.527
C 2.180 3.626 3.384
N 4.333 3.268 6.386
C 4.802 2.257 7.336
C 5.291 2.947 8.614
N 4.460 4.164 8.869
C 4.693 5.212 7.812
C 5.067 4.518 6.498
H 3.021 7.610 2.837
H 2.997 6.482 1.484
H 3.771 6.020 3.004
H 0.784 6.565 2.575
H 1.476 6.188 4.137
H -0.228 4.970 1.546
H 2.920 0.314 3.169
H 2.927 4.913 4.917
H 5.625 1.652 6.946
H 3.976 1.583 7.564
H 6.325 3.271 8.527
H 5.220 2.266 9.458
H 4.667 4.546 9.792
H 3.476 3.892 8.869
H 5.498 5.870 8.135
H 3.784 5.801 7.712
H 6.143 4.319 6.470
H 4.852 5.181 5.666
Cl 0.530 1.182 -1.923
C -1.122 1.442 -2.528
Cl -2.165 0.256 -1.716
H -1.154 1.283 -3.600
H -1.438 2.437 -2.232
```

As for the HOMO energy (spin up / spin down): -14.922 / -14.957 eV. The calculation puts the energy above the lowest of the compared OMol25 structures with the same formula, charge and spin at 0.855 eV. The spin multiplicity is 6. As for the expectation value of S²: 8.767. As for the HOMO-LUMO gap (spin up / spin down): 8.04 / 5.57 eV. The charge is +3. The LUMO energy (spin up / spin down) is -6.9 / -9.4 eV.

***

Entry 2:
Formula: C26H37Cl21F3NO6
Source: the OMol25 dataset
Level of theory: ωB97M-V with the def2-TZVPD basis set

Geometry as XYZ:
```
94
C26H37Cl21F3NO6 ωB97M-V with the def2-TZVPD basis set
C -0.615 -6.333 1.618
C -0.852 -5.199 2.608
O -2.033 -4.461 2.297
C -1.804 -3.423 1.358
C -1.481 -2.145 2.113
O -1.109 -1.140 1.176
C -0.502 -0.011 1.761
C -0.971 1.234 1.056
C -1.816 2.134 1.552
N -2.439 2.063 2.849
C -3.415 1.094 3.117
O -3.886 0.842 4.155
F -3.788 0.508 1.971
C -1.581 2.522 3.876
O -0.981 3.526 3.818
F -1.498 1.676 4.902
C -2.235 3.305 0.719
O -3.302 3.839 0.844
C -1.232 3.725 -0.298
F -1.305 5.004 -0.655
C -0.356 2.880 -0.836
C 0.639 3.324 -1.885
Cl 2.085 2.263 -1.891
C 0.019 3.453 -3.271
C 1.031 3.895 -4.338
C -0.487 1.463 -0.362
O -0.286 0.525 -1.085
H -1.565 -6.812 1.361
H 0.050 -7.081 2.053
H -0.163 -5.975 0.686
H -0.957 -5.580 3.628
H 0.014 -4.519 2.600
H -2.722 -3.295 0.778
H -0.981 -3.674 0.677
H -2.362 -1.830 2.696
H -0.664 -2.351 2.822
H 0.592 -0.078 1.661
H -0.744 0.048 2.831
H 1.027 4.301 -1.572
H -0.783 4.200 -3.205
H -0.443 2.498 -3.549
H 1.756 4.601 -3.914
H 0.509 4.421 -5.143
H 1.559 3.041 -4.768
C -1.533 1.640 -6.997
Cl 0.197 1.867 -7.284
Cl -2.203 2.934 -5.992
H -2.046 1.646 -7.951
H -1.675 0.696 -6.484
C -1.406 6.555 2.190
Cl 0.308 6.774 1.801
Cl -2.004 7.788 3.303
H -1.976 6.618 1.271
H -1.518 5.587 2.665
C -1.640 7.555 -2.751
Cl -0.906 6.988 -4.258
Cl -1.536 9.310 -2.569
H -2.684 7.269 -2.756
H -1.111 7.097 -1.925
C 3.267 -5.158 3.332
Cl 2.167 -5.803 4.558
Cl 2.731 -5.515 1.681
H 3.322 -4.082 3.447
H 4.239 -5.614 3.470
C -5.357 4.815 -1.480
Cl -3.950 4.642 -2.545
Cl -6.877 4.582 -2.346
H -5.278 4.070 -0.700
H -5.345 5.815 -1.065
C 5.513 3.490 -4.226
Cl 4.560 2.153 -4.875
Cl 4.772 5.063 -4.548
H 5.586 3.363 -3.153
H 6.490 3.472 -4.693
C 4.689 -4.660 -1.307
Cl 4.188 -6.023 -2.316
Cl 4.623 -3.118 -2.170
H 4.017 -4.608 -0.460
H 5.710 -4.831 -0.987
C -1.331 -1.341 -2.472
Cl -0.314 -2.669 -1.910
Cl -2.439 -1.838 -3.763
H -1.915 -0.989 -1.631
H -0.686 -0.558 -2.851
C -1.545 -8.461 5.577
Cl -0.735 -8.647 4.019
Cl -0.897 -7.086 6.485
H -2.599 -8.284 5.397
H -1.391 -9.360 6.160
C 7.434 -6.407 3.311
Cl 6.265 -6.988 2.119
Cl 7.099 -4.745 3.817
H 7.377 -7.046 4.184
H 8.420 -6.436 2.866
```

As for the HOMO energy: -9.796 eV. The calculation puts the energy above the lowest of the compared OMol25 structures with the same formula, charge and spin at 0.000 eV. The spin multiplicity is 1. Its SMILES is CCOCCOCC1=C(N(C(=O)F)C(=O)F)C(=O)C(F)=C([C@@H](Cl)CC)C1=O.ClCCl.ClCCl.ClCCl.ClCCl.ClCCl.ClCCl.ClCCl.ClCCl.ClCCl.ClCCl. As for the HOMO-LUMO gap: 7.67 eV. The charge is 0. The LUMO energy is -2.1 eV.

***

Entry 3:
Formula: CH2ClNO
Source: the OMol25 dataset
Level of theory: ωB97M-V with the def2-TZVPD basis set

Geometry as XYZ:
```
6
CH2ClNO ωB97M-V with the def2-TZVPD basis set
C 1.577 0.139 -0.073
N 2.222 0.977 0.377
O -1.207 -0.611 0.231
Cl -1.478 1.066 -0.057
H 0.976 -0.596 -0.550
H -2.090 -0.975 0.071
```

As for the HOMO energy: -11.149 eV. The calculation puts the energy above the lowest of the compared OMol25 structures with the same formula, charge and spin at 2.831 eV. The spin multiplicity is 1. Its SMILES is C#N.OCl. As for the HOMO-LUMO gap: 10.60 eV. The charge is 0. The LUMO energy is -0.6 eV.

***

Entry 4:
Formula: C32H29Cl5IrN9O2S2
Source: the OMol25 dataset
Level of theory: ωB97M-V with the def2-TZVPD basis set

Geometry as XYZ:
```
80
C32H29Cl5IrN9O2S2 ωB97M-V with the def2-TZVPD basis set
Ir 0.107 0.424 -1.067
S -0.343 0.594 2.259
C -1.989 -0.278 1.742
N -2.529 -0.980 2.689
N -2.020 -0.952 3.939
C -2.079 -2.021 4.775
C -1.473 -1.944 6.039
C -1.519 -3.018 6.899
C -2.148 -4.197 6.524
C -2.753 -4.277 5.278
C -2.728 -3.209 4.410
N -2.569 -0.192 0.600
N -2.104 0.236 -0.544
C -2.993 0.328 -1.570
C -4.380 0.207 -1.386
C -5.236 0.410 -2.444
C -4.749 0.761 -3.696
C -3.378 0.850 -3.899
C -2.511 0.608 -2.859
H -1.383 -0.198 4.184
H -0.970 -1.033 6.332
H -1.052 -2.941 7.872
H -2.164 -5.048 7.186
H -3.245 -5.188 4.969
H -3.197 -3.264 3.442
H -4.736 -0.043 -0.398
H -6.301 0.300 -2.294
H -5.432 0.943 -4.513
H -2.987 1.108 -4.876
H -1.441 0.604 -3.031
Cl -1.360 5.643 -6.393
C -0.672 4.476 -5.336
C -1.202 4.268 -4.064
Cl -2.570 5.176 -3.556
C -0.631 3.340 -3.214
Cl -1.208 3.140 -1.604
C 0.456 2.514 -3.619
O 0.951 1.603 -2.881
C 0.986 2.792 -4.906
Cl 2.363 1.885 -5.412
C 0.449 3.754 -5.738
Cl 1.151 4.062 -7.277
C 0.492 1.269 0.879
C 1.562 2.124 1.213
C 2.127 2.218 2.514
C 3.195 3.038 2.774
C 3.756 3.826 1.775
C 3.207 3.777 0.494
C 2.143 2.954 0.216
H 1.710 1.608 3.303
H 3.619 3.073 3.770
H 4.593 4.474 1.995
H 3.619 4.408 -0.286
H 1.703 2.949 -0.772
C 0.610 -5.114 0.653
N -0.023 -4.003 0.001
C -0.459 -4.081 -1.370
C -0.664 -2.594 -1.713
O -1.092 -2.163 -2.751
N -0.277 -1.871 -0.623
C 0.124 -2.695 0.328
N 0.624 -2.284 1.489
H 0.104 -6.026 0.336
H 0.518 -5.024 1.737
H 1.673 -5.187 0.389
H -1.393 -4.641 -1.466
H 0.305 -4.519 -2.019
H 0.489 -1.292 1.715
H 0.710 -2.933 2.252
C 5.559 1.001 -0.068
N 4.701 -0.075 -0.504
C 3.623 0.115 -1.297
N 3.518 1.230 -2.015
S 2.522 -1.133 -1.452
H 6.269 0.610 0.655
H 4.983 1.800 0.409
H 6.109 1.405 -0.923
H 4.652 -0.901 0.068
H 4.055 2.046 -1.772
H 2.625 1.363 -2.501
```

As for the HOMO energy (spin up / spin down): -2.634 / -2.492 eV. The calculation puts the energy above the lowest of the compared OMol25 structures with the same formula, charge and spin at 1.859 eV. The spin multiplicity is 2. As for the expectation value of S²: 0.851. As for the HOMO-LUMO gap (spin up / spin down): 4.34 / 4.06 eV. The charge is -1. The LUMO energy (spin up / spin down) is 1.7 / 1.6 eV.

***

Entry 5:
Formula: C5H12N
Source: the OMol25 dataset
Level of theory: ωB97M-V with the def2-TZVPD basis set

Geometry as XYZ:
```
18
C5H12N ωB97M-V with the def2-TZVPD basis set
C 0.942 2.301 0.400
C 0.759 1.488 -0.896
C 0.981 -0.032 -0.665
C -0.305 -0.765 -0.492
C -0.521 -1.803 0.300
N -1.879 -2.138 0.818
H 0.169 2.053 1.126
H 1.006 3.363 0.182
H 1.910 2.021 0.824
H 1.570 1.797 -1.554
H -0.170 1.771 -1.370
H 1.551 -0.166 0.240
H 1.535 -0.344 -1.549
H -1.183 -0.446 -1.057
H 0.210 -2.434 0.790
H -2.065 -3.129 0.644
H -2.616 -1.547 0.430
H -1.895 -1.991 1.830
```

As for the HOMO energy: -14.422 eV. The calculation puts the energy above the lowest of the compared OMol25 structures with the same formula, charge and spin at 1.564 eV. The spin multiplicity is 1. Its SMILES is CCC/C=C/[NH3+]. As for the HOMO-LUMO gap: 10.59 eV. The charge is +1. The LUMO energy is -3.8 eV.

***

Which of these has the lowest charge? C32H29Cl5IrN9O2S2